A 9-piece molecular cluster, C36H99N9O9 overall, computed with ωB97M-V/def2-TZVPD.

## Properties
structure (SMILES) = COC[C@H](C)N.COC[C@H](C)N.COC[C@H](C)N.COC[C@H](C)N.COC[C@H](C)N.COC[C@H](C)N.COC[C@H](C)N.COC[C@H](C)N.COC[C@H](C)N
frontier orbital gap = 0.3283 hartree
E_LUMO = 0.4 eV
energy = -2600.6849 a.u.

Last columns: bonded neighbours and bond lengths (Å).
CARTESIAN COORDINATES (ANGSTROEM)
1 C 12.3110 -21.7249 -21.8532  O2 1.409, H7 1.094, H8 1.091, H9 1.092
2 O 11.1063 -22.4543 -21.8223  C1 1.409, C3 1.422
3 C 11.1762 -23.7630 -21.2711  O2 1.422, C4 1.502, H10 1.096, H11 1.099
4 C 9.9479 -24.6072 -21.4600  C3 1.502, C5 1.518, N6 1.443, H12 1.093
5 C 8.8648 -24.0944 -20.5277  C4 1.518, H13 1.093, H14 1.092, H15 1.093
6 N 10.2543 -25.9871 -21.1719  C4 1.443, H16 1.011, H17 1.014
7 H 12.7409 -21.6742 -20.8480  C1 1.094
8 H 12.0003 -20.7047 -22.0837  C1 1.091
9 H 13.0809 -21.9818 -22.5840  C1 1.092
10 H 12.0022 -24.2102 -21.8368  C3 1.096
11 H 11.4272 -23.8566 -20.2057  C3 1.099
12 H 9.6179 -24.4868 -22.4947  C4 1.093
13 H 8.7002 -23.0393 -20.7614  C5 1.093
14 H 9.1095 -24.2476 -19.4746  C5 1.092
15 H 7.9306 -24.6398 -20.6815  C5 1.093
16 H 9.4517 -26.6000 -21.2278  N6 1.011
17 H 10.5935 -26.1295 -20.2265  N6 1.014
18 C 9.0034 -25.0651 -15.9770  O19 1.396, H24 1.091, H25 1.094, H26 1.096
19 O 9.5465 -26.3509 -16.0083  C18 1.396, C20 1.408
20 C 8.6221 -27.4044 -15.8748  O19 1.408, C21 1.524, H27 1.102, H28 1.100
21 C 9.1091 -28.8195 -16.1625  C20 1.524, C22 1.534, N23 1.465, H29 1.089
22 C 10.1384 -29.3436 -15.1538  C21 1.534, H30 1.087, H31 1.091, H32 1.093
23 N 9.7819 -28.7373 -17.4618  C21 1.465, H33 1.013, H34 1.013
24 H 9.8464 -24.4157 -15.7360  C18 1.091
25 H 8.2471 -24.9604 -15.1934  C18 1.094
26 H 8.5837 -24.6202 -16.8862  C18 1.096
27 H 8.0687 -27.3146 -14.9258  C20 1.102
28 H 7.7329 -27.2514 -16.5048  C20 1.100
29 H 8.2762 -29.5214 -16.1730  C21 1.089
30 H 10.9154 -29.9689 -15.5873  C22 1.087
31 H 9.6723 -29.8803 -14.3267  C22 1.091
32 H 10.6353 -28.4717 -14.7195  C22 1.093
33 H 9.1396 -28.5447 -18.2211  N23 1.013
34 H 10.4148 -27.9467 -17.4263  N23 1.013
35 C 5.8138 -14.9467 -27.1096  O36 1.394, H41 1.098, H42 1.091, H43 1.095
36 O 5.7140 -15.4805 -25.8253  C35 1.394, C37 1.416
37 C 6.7878 -16.3346 -25.4736  O36 1.416, C38 1.525, H44 1.096, H45 1.093
38 C 6.6507 -16.7195 -24.0039  C37 1.525, C39 1.532, N40 1.474, H46 1.090
39 C 8.0148 -17.1841 -23.4831  C38 1.532, H47 1.090, H48 1.092, H49 1.095
40 N 5.7778 -17.8656 -23.6905  C38 1.474, H50 1.015, H51 1.013
41 H 6.6527 -14.2553 -27.2646  C35 1.098
42 H 4.9696 -14.3308 -27.4213  C35 1.091
43 H 5.9287 -15.7188 -27.8779  C35 1.095
44 H 6.7690 -17.3019 -25.9888  C37 1.096
45 H 7.7032 -15.7781 -25.6914  C37 1.093
46 H 6.3147 -15.8959 -23.3743  C38 1.090
47 H 7.9727 -17.6556 -22.5015  C39 1.090
48 H 8.7210 -16.3525 -23.4357  C39 1.092
49 H 8.4634 -17.9923 -24.0700  C39 1.095
50 H 5.9937 -18.6534 -24.2934  N40 1.015
51 H 4.7694 -17.8012 -23.7587  N40 1.013
52 C 15.1667 -17.7152 -21.9074  O53 1.428, H58 1.092, H59 1.091, H60 1.092
53 O 13.9092 -17.7059 -22.5843  C52 1.428, C54 1.410
54 C 13.1311 -16.6259 -22.1192  O53 1.410, C55 1.556, H61 1.099, H62 1.098
55 C 11.7652 -16.5581 -22.8606  C54 1.556, C56 1.550, N57 1.452, H63 1.090
56 C 11.9582 -16.3130 -24.3789  C55 1.550, H64 1.089, H65 1.086, H66 1.097
57 N 11.0283 -15.3647 -22.4867  C55 1.452, H67 1.015, H68 1.018
58 H 15.9138 -17.0850 -22.3931  C52 1.092
59 H 15.6022 -18.7157 -21.8977  C52 1.091
60 H 14.9973 -17.4487 -20.8623  C52 1.092
61 H 12.9370 -16.6833 -21.0391  C54 1.099
62 H 13.6241 -15.6474 -22.1948  C54 1.098
63 H 11.2415 -17.4561 -22.5330  C55 1.090
64 H 12.7569 -15.6181 -24.6352  C56 1.089
65 H 11.0124 -16.1299 -24.8806  C56 1.086
66 H 12.3455 -17.2591 -24.7765  C56 1.097
67 H 11.6392 -14.5577 -22.5610  N57 1.015
68 H 10.7705 -15.4065 -21.5025  N57 1.018
69 C 11.9034 -18.9244 -12.2540  O70 1.416, H75 1.088, H76 1.094, H77 1.093
70 O 11.2514 -18.5198 -13.4442  C69 1.416, C71 1.390
71 C 10.4466 -19.4380 -14.1077  O70 1.390, C72 1.549, H78 1.084, H79 1.103
72 C 9.3193 -20.1456 -13.3150  C71 1.549, C73 1.500, N74 1.472, H80 1.091
73 C 8.6470 -21.2404 -14.0894  C72 1.500, H81 1.089, H82 1.092, H83 1.095
74 N 8.3006 -19.1590 -12.9217  C72 1.472, H84 1.013, H85 1.014
75 H 12.6631 -18.1958 -11.9788  C69 1.088
76 H 12.3852 -19.9063 -12.2581  C69 1.094
77 H 11.1493 -18.9402 -11.4625  C69 1.093
78 H 10.0127 -18.9774 -14.9877  C71 1.084
79 H 11.1116 -20.2735 -14.3825  C71 1.103
80 H 9.6715 -20.5777 -12.3767  C72 1.091
81 H 7.9183 -20.9769 -14.8543  C73 1.089
82 H 8.1648 -21.8945 -13.3598  C73 1.092
83 H 9.3676 -21.9013 -14.5822  C73 1.095
84 H 7.6929 -18.7500 -13.6217  N74 1.013
85 H 8.7682 -18.3765 -12.4768  N74 1.014
86 C 6.3440 -17.2579 -15.5751  O87 1.430, H92 1.096, H93 1.092, H94 1.087
87 O 6.1169 -18.6504 -15.3435  C86 1.430, C88 1.416
88 C 4.8770 -19.1687 -15.7913  O87 1.416, C89 1.509, H95 1.093, H96 1.097
89 C 4.9837 -20.5713 -16.3376  C88 1.509, C90 1.493, N91 1.463, H97 1.095
90 C 6.0741 -20.7609 -17.3401  C89 1.493, H98 1.089, H99 1.094, H100 1.093
91 N 3.7555 -21.0645 -16.9613  C89 1.463, H101 1.011, H102 1.011
92 H 5.4177 -16.7008 -15.3955  C86 1.096
93 H 6.6075 -16.9212 -16.5801  C86 1.092
94 H 7.0744 -16.9149 -14.8464  C86 1.087
95 H 4.1946 -19.0993 -14.9406  C88 1.093
96 H 4.4991 -18.6226 -16.6646  C88 1.097
97 H 5.0949 -21.3067 -15.5333  C89 1.095
98 H 6.0999 -21.7345 -17.8280  C90 1.089
99 H 6.9962 -20.7272 -16.7521  C90 1.094
100 H 6.1322 -20.0293 -18.1503  C90 1.093
101 H 3.4929 -20.6262 -17.8338  N91 1.011
102 H 2.9676 -21.0986 -16.3281  N91 1.011
103 C 11.2311 -21.9621 -17.0933  O104 1.412, H109 1.095, H110 1.090, H111 1.097
104 O 10.2019 -21.0092 -17.2577  C103 1.412, C105 1.419
105 C 10.5600 -20.0087 -18.1975  O104 1.419, C106 1.544, H112 1.094, H113 1.094
106 C 9.2202 -19.2769 -18.4299  C105 1.544, C107 1.536, N108 1.451, H114 1.096
107 C 9.1863 -18.2633 -19.5831  C106 1.536, H115 1.095, H116 1.095, H117 1.089
108 N 8.7095 -18.6570 -17.2212  C106 1.451, H118 1.011, H119 1.010
109 H 10.8701 -22.9526 -16.7983  C103 1.095
110 H 12.0124 -21.7192 -16.3727  C103 1.090
111 H 11.5599 -22.2689 -18.0934  C103 1.097
112 H 11.3729 -19.3344 -17.9110  C105 1.094
113 H 10.8367 -20.4904 -19.1404  C105 1.094
114 H 8.5268 -20.0803 -18.7042  C106 1.096
115 H 9.4565 -18.6871 -20.5555  C107 1.095
116 H 9.9402 -17.4762 -19.4787  C107 1.095
117 H 8.2208 -17.7726 -19.6983  C107 1.089
118 H 9.2360 -19.1058 -16.4834  N108 1.011
119 H 7.7330 -18.8471 -17.0470  N108 1.010
120 C 16.5605 -23.8658 -15.9395  O121 1.414, H126 1.099, H127 1.088, H128 1.090
121 O 15.2247 -23.5298 -15.6191  C120 1.414, C122 1.423
122 C 14.2383 -24.0677 -16.4919  O121 1.423, C123 1.518, H129 1.094, H130 1.100
123 C 14.0661 -25.5759 -16.4564  C122 1.518, C124 1.521, N125 1.414, H131 1.095
124 C 12.9920 -26.0964 -17.3998  C123 1.521, H132 1.087, H133 1.098, H134 1.099
125 N 13.7470 -25.9938 -15.1435  C123 1.414, H135 1.011, H136 1.014
126 H 16.8660 -23.2033 -16.7614  C120 1.099
127 H 16.7766 -24.9000 -16.1995  C120 1.088
128 H 17.1425 -23.4497 -15.1171  C120 1.090
129 H 13.2638 -23.6232 -16.2698  C122 1.094
130 H 14.5289 -23.6178 -17.4525  C122 1.100
131 H 15.0575 -25.9065 -16.7836  C123 1.095
132 H 12.6256 -27.1130 -17.2828  C124 1.087
133 H 13.1643 -26.0245 -18.4815  C124 1.098
134 H 12.1406 -25.4014 -17.4192  C124 1.099
135 H 14.4473 -25.8515 -14.4287  N125 1.011
136 H 12.9110 -25.5596 -14.7697  N125 1.014
137 C 14.0306 -15.7391 -14.6306  O138 1.441, H143 1.089, H144 1.089, H145 1.092
138 O 13.0208 -14.7118 -14.5846  C137 1.441, C139 1.408
139 C 11.7011 -15.1850 -14.4590  O138 1.408, C140 1.568, H146 1.094, H147 1.092
140 C 11.2483 -15.8026 -15.8277  C139 1.568, C141 1.555, N142 1.457, H148 1.096
141 C 11.3439 -14.7591 -16.9770  C140 1.555, H149 1.093, H150 1.092, H151 1.087
142 N 9.8471 -16.1951 -15.7619  C140 1.457, H152 1.016, H153 1.018
143 H 14.8623 -15.1807 -14.2030  C137 1.089
144 H 14.1376 -16.0550 -15.6670  C137 1.089
145 H 13.7834 -16.5571 -13.9515  C137 1.092
146 H 11.5054 -15.8675 -13.6265  C139 1.094
147 H 11.0025 -14.3670 -14.2715  C139 1.092
148 H 11.8091 -16.7077 -16.0886  C140 1.096
149 H 11.0982 -15.2291 -17.9328  C141 1.093
150 H 12.3771 -14.4496 -17.1455  C141 1.092
151 H 10.6732 -13.9290 -16.7680  C141 1.087
152 H 9.7341 -16.9305 -15.0703  N142 1.016
153 H 9.4885 -16.6620 -16.5918  N142 1.018

Löwdin atomic charge list, values in e, 99 entries: number 1, C, carries -0.1143; number 2, O, carries -0.1835; number 3, C, carries -0.2215; number 4, C, carries -0.4552; number 5, C, carries -0.0638; number 6, N, carries 0.0408; number 7, H, carries 0.0803; number 8, H, carries 0.0821; number 9, H, carries 0.0889; number 10, H, carries 0.1271; number 11, H, carries 0.1164; number 12, H, carries 0.1471; number 13, H, carries 0.0793; number 14, H, carries 0.0651; number 15, H, carries 0.0759; number 16, H, carries 0.0726; number 17, H, carries 0.0637; number 18, C, carries -0.1140; number 19, O, carries -0.1882; number 20, C, carries -0.2360; number 21, C, carries -0.4048; number 22, C, carries -0.0592; number 23, N, carries 0.0326; number 24, H, carries 0.0629; number 25, H, carries 0.0928; number 26, H, carries 0.0856; number 27, H, carries 0.1247; number 28, H, carries 0.1208; number 29, H, carries 0.1363; number 30, H, carries 0.0734; number 31, H, carries 0.0712; number 32, H, carries 0.0724; number 33, H, carries 0.0673; number 34, H, carries 0.0453; number 35, C, carries -0.1422; number 36, O, carries -0.1750; number 37, C, carries -0.2031; number 38, C, carries -0.4069; number 39, C, carries -0.0841; number 40, N, carries 0.0203; number 41, H, carries 0.0843; number 42, H, carries 0.0842; number 43, H, carries 0.0858; number 44, H, carries 0.1277; number 45, H, carries 0.1243; number 46, H, carries 0.1418; number 47, H, carries 0.0583; number 48, H, carries 0.0569; number 49, H, carries 0.0823; number 50, H, carries 0.0661; number 51, H, carries 0.0669; number 52, C, carries -0.1003; number 53, O, carries -0.1761; number 54, C, carries -0.2389; number 55, C, carries -0.4169; number 56, C, carries -0.0582; number 57, N, carries 0.0190; number 58, H, carries 0.0880; number 59, H, carries 0.0827; number 60, H, carries 0.0824; number 61, H, carries 0.1147; number 62, H, carries 0.1228; number 63, H, carries 0.1303; number 64, H, carries 0.0816; number 65, H, carries 0.0644; number 66, H, carries 0.0719; number 67, H, carries 0.0762; number 68, H, carries 0.0686; number 69, C, carries -0.0923; number 70, O, carries -0.1993; number 71, C, carries -0.2064; number 72, C, carries -0.4087; number 73, C, carries -0.0519; number 74, N, carries 0.0577; number 75, H, carries 0.0831; number 76, H, carries 0.0929; number 77, H, carries 0.0847; number 78, H, carries 0.0875; number 79, H, carries 0.1208; number 80, H, carries 0.1302; number 81, H, carries 0.0610; number 82, H, carries 0.0847; number 83, H, carries 0.0681; number 84, H, carries 0.0395; number 85, H, carries 0.0657; number 86, C, carries -0.1016; number 87, O, carries -0.2235; number 88, C, carries -0.1910; number 89, C, carries -0.4523; number 90, C, carries -0.0708; number 91, N, carries 0.0280; number 92, H, carries 0.0865; number 93, H, carries 0.0837; number 94, H, carries 0.0764; number 95, H, carries 0.1324; number 96, H, carries 0.1296; number 97, H, carries 0.1428; number 98, H, carries 0.0877; number 99, H, carries 0.0502